Entry from the OMol25 dataset: a single C53H68BrN5O4 molecule (ωB97M-V/def2-TZVPD).

Results
**Energy above the lowest of the compared OMol25 structures with the same formula, charge and spin**: 0.0 kJ/mol
**LUMO level**: -0.0331 hartree
**Kohn-Sham gap**: 5.1020 eV
**Total energy**: -5208.9790 hartree
**Largest force on an atom**: 5.2 eV/Å

```
131
Properties=species:S:1:pos:R:3:forces:R:3
C -5.184973 -0.970656 0.962571 0.246 -0.189 -0.084
C -5.161463 -0.116138 2.234368 -0.055 0.098 0.191
C -6.043082 1.116995 2.034720 0.041 -0.050 0.176
C -3.722678 0.186088 2.617406 -0.211 -0.018 -0.108
C -3.048177 1.308642 2.141822 0.105 -0.255 -0.048
C -1.665380 1.411910 2.267444 0.325 -0.368 0.061
C -0.932596 2.544865 1.534704 0.411 -0.036 0.561
C -1.688692 3.877612 1.549692 -0.112 -0.077 0.049
C -0.489515 2.144465 0.126611 -0.145 -0.203 -0.251
C -0.956332 0.418882 3.012572 -1.371 -0.172 0.013
C 0.511396 0.502685 3.058419 -0.352 1.535 0.668
N 1.219209 1.464710 3.832056 1.731 -1.376 -1.703
C 0.698231 2.700583 4.378899 -0.331 0.713 0.922
C 1.131451 3.943466 3.861422 0.004 -0.120 -0.136
C 2.326807 4.063453 2.923908 -0.150 -0.319 -0.244
C 3.639004 3.994524 3.706699 0.203 -0.026 0.391
C 2.267010 5.284189 2.015653 -0.051 0.146 -0.082
C 0.429954 5.090655 4.250727 0.040 -0.088 0.224
C -0.666458 5.011251 5.104439 0.048 -0.029 0.091
C -1.003139 3.797961 5.696447 0.247 0.161 -0.096
C -0.276605 2.643996 5.399828 0.255 -0.120 0.045
C -0.433837 1.396825 6.252813 -0.100 -0.211 -0.671
C -1.874620 1.150345 6.675633 -0.133 -0.005 -0.048
C 0.500209 1.404295 7.462842 0.163 0.235 -0.007
N 2.541748 1.334624 3.617438 -1.340 -1.296 -0.511
N 2.683929 0.314320 2.755802 -1.685 1.761 0.432
C 3.991991 0.011405 2.200931 0.834 0.436 -0.056
C 4.385441 0.653742 1.012976 -0.377 0.312 -0.135
C 3.459135 1.632321 0.278243 -0.198 -0.231 0.248
C 2.907566 1.058697 -1.029409 -0.094 -0.276 -0.173
C 4.141073 2.982681 0.048395 0.207 0.044 0.163
C 5.679560 0.432962 0.536807 -0.123 -0.027 0.032
C 6.587839 -0.323616 1.266112 -0.269 -0.097 -0.057
C 6.192286 -0.915357 2.462335 0.003 -0.083 -0.155
C 4.882771 -0.787770 2.927791 -0.321 -0.079 0.626
C 4.501766 -1.417038 4.273051 0.341 -0.322 0.055
C 3.184786 -2.201281 4.294306 -0.057 0.158 -0.077
C 4.552595 -0.361898 5.385952 0.052 0.175 -0.042
C 1.442552 -0.145766 2.315524 1.867 -0.795 0.215
C 1.448861 -1.375654 1.468408 2.930 0.332 3.557
C -1.680800 -0.647034 3.660815 0.345 0.436 -0.361
C -1.054711 -1.595175 4.694241 0.178 0.218 0.173
C -0.314875 -2.838894 4.228446 0.070 -0.346 -0.369
C -2.060627 -2.138823 5.715304 -0.139 0.252 0.123
C -3.043770 -0.741401 3.407927 0.147 0.139 0.009
H -4.476881 -1.804615 1.022934 -0.127 0.117 -0.028
H -6.190923 -1.362005 0.777907 0.090 0.089 0.025
H -4.888665 -0.354197 0.104007 -0.031 -0.116 0.093
H -5.573900 -0.716124 3.055456 -0.031 0.068 -0.081
H -5.954798 1.818313 2.869385 -0.011 0.010 -0.082
H -5.777081 1.628944 1.103587 -0.078 0.019 0.137
H -7.090726 0.807638 1.964890 0.127 0.076 -0.075
H -3.592340 2.102013 1.625265 0.141 -0.373 0.033
H -0.013258 2.716069 2.108945 -0.187 0.066 -0.287
H -2.024135 4.110377 2.567668 0.020 0.005 -0.197
H -1.036647 4.694981 1.213474 -0.116 -0.205 0.023
H -2.565319 3.857502 0.888286 0.190 0.016 0.130
H 0.036795 1.181356 0.150022 -0.084 0.243 -0.097
H -1.352328 2.031424 -0.549320 0.233 -0.009 0.207
H 0.192708 2.891297 -0.311706 -0.225 -0.130 0.186
H 2.312822 3.179003 2.271622 -0.092 0.245 0.038
H 3.780770 2.966454 4.059656 0.212 0.632 0.064
H 4.495939 4.263889 3.076957 -0.191 0.040 0.105
H 3.609224 4.663683 4.578666 0.082 -0.058 -0.256
H 1.298882 5.341598 1.506404 0.086 0.129 0.119
H 2.443850 6.205366 2.583808 -0.082 -0.089 -0.195
H 3.034475 5.215133 1.238046 -0.058 0.047 0.261
H 0.753645 6.072985 3.901818 -0.143 -0.406 -0.031
H -1.232155 5.913308 5.352419 0.209 -0.296 -0.094
H -1.815001 3.755663 6.422957 0.298 0.003 -0.202
H -0.113247 0.571229 5.611636 -0.141 0.230 0.316
H -2.535434 1.128735 5.801027 0.040 0.018 0.156
H -1.958098 0.187284 7.188094 0.052 0.268 0.013
H -2.216021 1.932681 7.363028 -0.009 -0.176 -0.059
H 1.541758 1.548606 7.150610 -0.131 0.014 0.115
H 0.226057 2.214056 8.152945 0.112 -0.187 -0.087
H 0.431700 0.445281 7.991973 -0.021 0.216 -0.073
H 2.603996 1.799812 0.952968 0.153 0.043 -0.375
H 2.376612 0.110024 -0.855084 0.268 0.345 -0.089
H 2.199385 1.759056 -1.499595 0.254 -0.145 0.178
H 3.717381 0.858307 -1.750120 -0.215 0.059 0.230
H 4.533877 3.370364 0.997303 -0.034 0.001 -0.238
H 4.984361 2.889490 -0.649452 -0.233 0.040 0.119
H 3.434152 3.717521 -0.360598 0.151 -0.267 0.032
H 5.973967 0.881926 -0.413750 -0.046 -0.099 0.324
H 7.595892 -0.467549 0.885815 -0.138 0.037 0.129
H 6.917468 -1.494563 3.040171 -0.333 0.127 -0.153
H 5.290604 -2.150324 4.489020 -0.044 0.152 -0.079
H 3.140454 -2.946369 3.490452 -0.059 0.154 0.122
H 3.065948 -2.734694 5.247220 0.120 0.165 -0.208
H 2.336948 -1.513807 4.201173 0.026 -0.351 0.127
H 5.557581 0.072467 5.436943 -0.164 -0.012 0.070
H 3.846711 0.454083 5.177784 0.251 -0.282 0.268
H 4.313049 -0.804785 6.360359 0.034 0.056 -0.194
H 2.498107 -1.606187 1.214772 -0.258 0.412 -0.051
H 1.243499 -2.183574 2.201996 0.227 0.590 -0.450
H -0.310475 -0.982768 5.221152 -0.167 -0.367 0.026
H 0.417166 -2.652088 3.451618 -0.149 -0.093 0.130
H 0.228511 -3.266464 5.089264 -0.239 0.055 -0.331
H -1.020082 -3.589720 3.842172 0.262 0.177 0.010
H -2.678862 -1.361179 6.168895 -0.021 -0.202 -0.113
H -2.710557 -2.880194 5.234395 0.105 0.131 0.172
H -1.501457 -2.650981 6.506425 -0.167 0.061 -0.076
H -3.611402 -1.559525 3.860497 0.198 0.280 -0.303
C -1.673608 -0.132887 -3.884375 -0.289 0.190 0.064
C -0.464139 -1.010287 -3.745639 -0.122 0.224 0.343
O -0.022341 -0.929012 -2.338940 0.334 -0.394 -0.549
C 1.013702 -1.771597 -2.179965 0.493 -0.497 -0.253
O 1.540747 -2.333605 -3.125466 -0.344 0.646 0.607
N 1.453504 -1.987575 -0.863373 -0.415 0.747 -0.561
C 1.835265 -3.353014 -0.672396 -0.364 -1.121 -0.022
C 2.657169 -4.114499 -1.477658 0.421 -0.300 0.064
C 2.786413 -5.479622 -1.187330 -0.047 -0.017 0.552
C 2.254725 -5.996671 0.007601 -0.041 0.132 -0.255
C 1.387999 -5.224994 0.775972 0.130 0.406 -0.226
Br 0.994262 -5.673498 2.587374 -0.208 -0.270 -0.444
C 1.001364 -3.967755 0.300729 0.682 0.758 -0.332
C 0.001132 -2.985834 0.610543 -1.769 0.081 0.813
N -1.324258 -3.221393 0.827595 0.793 -0.026 -0.359
O -1.730908 -4.402507 0.980888 0.155 0.521 0.134
O -2.125502 -2.235102 0.822892 0.203 -0.226 0.201
C 0.606078 -1.606974 0.350347 -2.990 -2.230 -3.564
H -2.030878 -0.171969 -4.916744 0.033 -0.013 0.061
H -2.484967 -0.477330 -3.232395 0.178 0.139 -0.079
H -1.432227 0.910125 -3.654174 -0.084 -0.141 0.034
H -0.701145 -2.060543 -3.957545 0.150 0.321 0.025
H 0.358405 -0.687554 -4.396116 -0.217 -0.147 0.231
H 3.159746 -3.675902 -2.333296 -0.096 -0.162 0.254
H 3.341031 -6.129676 -1.864055 0.030 0.210 0.317
H 2.519403 -6.988141 0.355902 -0.017 0.019 -0.121
H -0.147364 -0.844767 0.110395 0.306 -0.369 -0.006
```
Positions in Å, forces in eV/Å.